The following is a quantum chemistry calculation of 2 unconnected molecules or ions with the total composition H2, from the Open Molecules 2025 dataset.

Summary:
- orbital gap (eV) = 5.42
- energy relative to the best compared isomer or geometry (same formula, charge and spin) (kJ/mol) = 678.51
- total energy (eV) = -24.5568
- strongest force on any atom (eV Å⁻¹) = 1.499
- spin multiplicity = 1

The geometry in XYZ format:
```
2
Properties=species:S:1:pos:R:3:mulliken_charge:R:1
H -0.75952 -1.22835 0.24405 0.000
H 0.75952 1.22835 -0.24405 0.000
```